Record 1
Below is a gas-phase ion, C9H18NO (charge +1) in a non-equilibrium geometry, with properties calculated with ωB97M-V/def2-TZVPD.

Last column: Mulliken charge in e.
Element x y z (Å)
1 C 1.45687 -0.64685 0.59082  0.963
2 C 2.64221 -0.14687 0.75583  -0.926
3 C -0.53797 -0.70988 -0.54246  -1.184
4 C -2.04102 -0.55675 0.01184  1.474
5 C -2.93640 -0.23979 -1.21347  -1.410
6 C -2.42506 -1.93614 0.44942  -1.830
7 C 4.58366 1.06050 -0.32458  -1.086
8 C -1.97644 1.97542 0.58221  -0.932
9 C 4.00194 -0.28203 -0.00139  -0.222
10 N -2.23517 0.50399 0.95156  -0.333
11 O 0.42097 -1.23491 0.41845  -0.154
12 H 2.76032 0.52345 1.53567  0.412
13 H -0.61289 -1.55704 -1.17422  0.457
14 H -0.15617 0.11936 -1.07597  0.550
15 H -3.85225 0.28749 -0.75103  0.410
16 H -3.41670 -1.04253 -1.89016  0.326
17 H -2.56915 0.56485 -1.94518  0.314
18 H -2.08476 -2.12673 1.40535  0.521
19 H -1.95662 -2.66872 -0.16006  0.440
20 H -3.53141 -1.82633 0.63874  0.391
21 H 5.44707 0.86744 -0.93790  0.332
22 H 4.54164 1.77400 0.60047  0.324
23 H 4.00674 1.68497 -1.07404  0.313
24 H -1.95390 2.10158 -0.52592  0.299
25 H -2.82204 2.50682 1.04937  0.315
26 H -1.07903 2.36127 0.90502  0.344
27 H 4.62561 -0.89082 0.73905  0.277
28 H 3.82959 -0.79910 -0.93263  0.362
29 H -2.12965 0.33337 1.91523  0.249

Output
* max |F|: 3.873 eV Å⁻¹
* LUMO: -4.7 eV
* net charge: +1
* molar mass: 156.2 g mol⁻¹
* energy relative to the best compared isomer or geometry (same formula, charge and spin): 333.1 kJ/mol

***

Record 2
Below is 8 unconnected molecules or ions with the total composition C30H67N5O10S in a non-equilibrium geometry, with properties calculated with ωB97M-V/def2-TZVPD.

Last column: Mulliken charge in e.
Element x y z (Å)
1 O -1.74608 5.82935 -4.70871  -0.668
2 C -0.89066 6.07948 -3.85296  0.433
3 O -0.45666 7.13737 -3.49422  -0.569
4 N -0.28099 4.85641 -3.17850  0.507
5 C -0.83254 3.75025 -2.78671  -0.440
6 N 0.13235 3.01775 -2.23249  0.282
7 C 1.29959 3.75594 -2.30879  0.346
8 C 2.65955 3.37937 -1.79490  -1.013
9 C 2.74839 3.85049 -0.30419  -0.565
10 C 2.44608 5.36413 -0.10918  0.081
11 C 3.49136 6.07306 0.80116  -0.690
12 S 3.51312 7.87685 0.60056  -0.189
13 C 3.50623 8.23686 -1.11086  0.621
14 N 3.18068 9.38104 -1.62224  -0.404
15 N 3.25779 9.31595 -2.95752  -0.436
16 C 3.62886 8.11905 -3.27526  0.083
17 O 3.78854 7.42699 -2.14357  -0.274
18 N 1.03317 4.86151 -2.90784  -0.512
19 H -1.87909 3.49873 -2.87875  0.521
20 H 0.05534 2.10252 -1.80015  0.153
21 H 2.72348 2.28472 -1.85251  0.447
22 H 3.44966 3.84802 -2.38633  0.289
23 H 3.69262 3.53293 0.15284  0.521
24 H 1.93893 3.29598 0.20171  0.116
25 H 1.40383 5.54936 0.21318  0.225
26 H 2.54174 5.84026 -1.09386  -0.017
27 H 4.45723 5.59754 0.60298  0.427
28 H 3.16154 5.90778 1.83472  0.332
29 H 3.76571 7.69727 -4.25662  0.401
30 C -2.32823 3.88353 0.64987  -0.490
31 C -1.29548 3.88334 1.76372  0.466
32 C -1.95550 4.01200 3.12435  -1.244
33 O -0.38329 4.95391 1.54286  -0.470
34 H -2.89308 4.81937 0.64542  0.484
35 H -1.84290 3.79855 -0.32257  -0.296
36 H -3.02842 3.05512 0.76552  0.109
37 H -0.70965 2.96107 1.72899  0.142
38 H -2.51009 4.95093 3.20066  0.373
39 H -1.20324 4.02303 3.91494  0.314
40 H -2.64283 3.18747 3.30953  0.275
41 H -0.87565 5.78274 1.56180  0.316
42 C -6.84011 2.49829 3.60994  -1.391
43 C -5.80662 2.50900 4.72590  0.654
44 C -6.46778 2.62811 6.09038  -1.319
45 O -4.90314 3.59797 4.53323  -0.464
46 H -7.41485 3.42854 3.60668  0.354
47 H -6.35199 2.42090 2.63709  0.298
48 H -7.53286 1.66237 3.71991  0.389
49 H -5.21273 1.59377 4.68475  0.181
50 H -7.03059 3.56255 6.16667  0.337
51 H -5.71500 2.64305 6.88005  0.303
52 H -7.14945 1.79601 6.27409  0.388
53 H -5.41220 4.41514 4.56702  0.293
54 C -1.88997 1.92860 6.57191  -0.978
55 C -1.52161 0.52755 6.10885  0.426
56 C -0.68650 -0.19939 7.15164  -1.383
57 O -0.79438 0.60383 4.88022  -0.540
58 H -0.99259 2.53194 6.73755  0.355
59 H -2.48134 2.43879 5.80922  0.085
60 H -2.46539 1.90126 7.49903  0.386
61 H -2.42990 -0.04206 5.90516  0.247
62 H 0.25070 0.33337 7.33567  0.345
63 H -0.42277 -1.19871 6.80226  0.336
64 H -1.22519 -0.29122 8.09615  0.374
65 H 0.01104 1.10498 5.04686  0.348
66 C -3.31580 0.32366 -0.38690  -1.223
67 C -2.24854 -0.58004 -0.97970  0.367
68 C -2.15928 -1.90273 -0.23968  -1.123
69 O -0.97627 0.09197 -0.92517  -0.469
70 H -3.08180 0.55886 0.65572  0.242
71 H -3.34585 1.26922 -0.93185  0.229
72 H -4.30393 -0.13621 -0.42658  0.459
73 H -2.46773 -0.76463 -2.03222  0.286
74 H -1.89454 -1.74319 0.81003  0.313
75 H -1.38157 -2.53237 -0.67336  0.208
76 H -3.10597 -2.44222 -0.28129  0.393
77 H -0.77618 0.25658 0.00366  0.294
78 C 0.36929 -3.44870 -3.63231  -1.185
79 C 0.01800 -4.81779 -3.07104  0.717
80 C 0.23525 -5.90708 -4.10618  -1.051
81 O -1.34582 -4.82436 -2.64000  -0.558
82 H -0.26612 -3.20817 -4.48987  0.379
83 H 0.20239 -2.67190 -2.88273  0.177
84 H 1.41261 -3.40963 -3.94979  0.299
85 H 0.62906 -5.02056 -2.19101  0.036
86 H -0.40479 -5.74594 -4.97978  0.475
87 H -0.02709 -6.88482 -3.69694  0.279
88 H 1.27400 -5.93390 -4.43355  0.053
89 H -1.89927 -4.64631 -3.40756  0.354
90 C 4.71055 -7.98102 -4.08543  -1.185
91 C 4.30495 -6.58762 -4.53527  0.550
92 C 5.51775 -5.68002 -4.67154  -1.462
93 O 3.38740 -6.02882 -3.59370  -0.409
94 H 5.19436 -7.94635 -3.10989  0.234
95 H 3.83251 -8.61926 -3.98208  0.199
96 H 5.39532 -8.44428 -4.79914  0.466
97 H 3.78096 -6.64543 -5.49163  0.262
98 H 6.02927 -5.57321 -3.71088  0.357
99 H 5.21435 -4.67982 -4.98542  0.352
100 H 6.22711 -6.07409 -5.40121  0.392
101 H 3.83456 -5.97268 -2.74108  0.251
102 C 1.41566 -7.78443 -0.66194  -1.235
103 C 2.49729 -8.67370 -1.25188  0.794
104 C 2.58553 -10.00122 -0.51536  -1.551
105 O 3.75916 -8.00413 -1.18599  -0.467
106 H 1.63217 -7.55533 0.38581  0.435
107 H 1.37115 -6.83458 -1.19506  0.050
108 H 0.43601 -8.26150 -0.71776  0.396
109 H 2.28845 -8.85251 -2.30706  0.195
110 H 2.83996 -9.84383 0.53672  0.356
111 H 3.37109 -10.62535 -0.94407  0.361
112 H 1.64109 -10.54504 -0.56679  0.386
113 H 3.95710 -7.83819 -0.25752  0.311

Output
* max |F|: 3.715 eV Å⁻¹
* LUMO: 0.0 eV
* net charge: 0
* molar mass: 690.0 g mol⁻¹

***

Record 3
Below is a molecular structure, C10H63F3O26Si2 in a non-equilibrium geometry, with properties calculated with ωB97M-V/def2-TZVPD.

Last column: Mulliken charge in e.
Element x y z (Å)
1 C 1.67612 4.49646 3.67046  -0.904
2 C 0.98207 3.24116 2.83610  0.158
3 O 1.36900 2.00781 3.57550  -0.394
4 C 0.71444 0.82517 2.96106  -0.146
5 C -0.48580 0.19867 3.93826  0.155
6 Si -1.44712 -1.19876 3.02953  0.467
7 C -2.84301 -2.03908 4.04893  0.196
8 C -3.96941 -1.02893 4.67486  -0.427
9 O -3.39279 0.19662 5.31605  -0.519
10 C -5.20063 -0.64275 3.65390  0.763
11 F -5.79087 0.71815 3.94073  -0.271
12 F -4.90130 -0.83369 2.21665  -0.212
13 F -6.31955 -1.60690 3.97120  -0.290
14 O -0.24067 -2.48384 2.69766  -0.084
15 Si 0.28913 -2.41866 1.02192  0.318
16 C -1.13311 -2.86899 -0.21708  -0.166
17 O -1.79784 -1.67409 -0.77785  -0.257
18 C -0.85092 -0.88686 -1.60406  0.379
19 C -0.40251 0.62438 -1.14379  -0.463
20 O -0.34641 -1.33855 -2.78514  -0.696
21 H 2.70326 4.80224 3.19127  0.253
22 H 0.94082 5.39886 3.85472  0.277
23 H 1.93985 4.07730 4.75534  0.241
24 H 1.40825 3.27113 1.73667  -0.013
25 H -0.20595 3.34427 2.87265  0.227
26 H 1.53761 -0.02004 2.79334  -0.036
27 H 0.29175 1.20307 1.91774  0.076
28 H -1.23420 1.10548 4.11596  -0.151
29 H -0.06568 -0.13150 4.99135  0.127
30 H -1.99365 -0.83523 1.72948  -0.094
31 H -3.41580 -2.76897 3.29761  0.110
32 H -2.45436 -2.72897 4.93247  0.109
33 H -4.47737 -1.62059 5.57941  0.311
34 H -3.34376 0.94883 4.65638  0.333
35 H 0.88689 -1.09081 0.76924  -0.145
36 H 1.40576 -3.39154 0.90911  -0.205
37 H -1.90176 -3.64966 0.25696  0.154
38 H -0.61346 -3.41910 -1.13980  -0.083
39 H -0.92207 0.85007 -0.11631  0.037
40 H -0.86118 1.36658 -1.95087  0.384
41 H 0.75251 0.81317 -1.14056  0.348
42 O -0.94694 0.75926 7.74071  -0.646
43 H -1.66848 0.54979 7.12878  0.312
44 H -0.53182 1.54440 7.35312  0.312
45 O -3.44219 -5.21993 3.53257  -0.527
46 H -3.68741 -5.46381 2.62739  0.299
47 H -3.98645 -5.79934 4.08669  0.282
48 O 0.04518 0.07277 -5.75282  -0.528
49 H 0.10227 -0.51019 -4.98090  0.286
50 H -0.19058 -0.52340 -6.47944  0.294
51 O 1.15262 -0.58682 -8.19004  -0.601
52 H 0.99563 0.34952 -7.99616  0.306
53 H 1.91281 -0.57718 -8.79086  0.282
54 O -0.12755 -1.67006 6.33101  -0.514
55 H 0.18095 -2.58753 6.28575  0.229
56 H 0.21245 -1.35042 7.18026  0.277
57 O 1.46569 3.02356 -4.90888  -0.613
58 H 1.42287 2.07613 -5.10766  0.252
59 H 0.54779 3.26291 -4.71099  0.379
60 O 3.46562 5.25005 -3.56127  -0.639
61 H 2.76050 4.75157 -4.00092  0.335
62 H 3.96862 5.63862 -4.29270  0.322
63 O 0.00067 -3.33850 -6.43142  -0.608
64 H -0.95121 -3.24130 -6.58450  0.329
65 H 0.39623 -2.62791 -6.95827  0.266
66 O 3.75276 4.14404 1.45981  -0.645
67 H 3.98085 3.20688 1.36668  0.307
68 H 3.06055 4.28353 0.79621  0.328
69 O 6.67972 4.25501 -3.51652  -0.628
70 H 6.63690 3.30759 -3.71530  0.290
71 H 5.76183 4.49436 -3.31862  0.338
72 O 3.12719 -0.75649 0.90246  -0.485
73 H 3.55929 -0.68030 1.76644  0.294
74 H 3.82508 -1.09324 0.32062  0.223
75 O -3.75737 0.47371 -1.71074  -0.665
76 H -4.40409 0.25360 -1.02352  0.296
77 H -3.06763 -0.19898 -1.60714  0.466
78 O 5.40349 5.90023 -5.98258  -0.619
79 H 5.98330 6.58782 -5.62200  0.281
80 H 5.78090 5.70933 -6.85442  0.320
81 O -6.16631 -5.13185 5.19533  -0.638
82 H -7.11820 -5.03465 5.04225  0.312
83 H -5.77076 -4.42125 4.66848  0.334
84 O -1.40668 -5.49518 -2.26888  -0.585
85 H -2.11180 -5.99366 -2.70852  0.260
86 H -0.90368 -5.10661 -3.00031  0.313
87 O 3.69435 4.78380 -8.30590  -0.628
88 H 4.00284 3.86633 -8.35116  0.308
89 H 4.03435 5.10343 -7.45666  0.343
90 O 1.70335 -5.05543 -0.73301  -0.586
91 H 0.99823 -5.55392 -1.17265  0.300
92 H 2.20635 -4.66686 -1.46443  0.303
93 O -4.65240 -6.19662 0.97357  -0.609
94 H -4.42431 -7.13377 0.88044  0.300
95 H -5.34461 -6.05713 0.30997  0.286
96 O -0.46020 -4.48873 6.33089  -0.621
97 H -0.70542 -4.73261 5.42571  0.291
98 H -1.00446 -5.06814 6.88501  0.299
99 O 7.15736 8.08878 -4.60672  -0.655
100 H 7.00038 9.02512 -4.41284  0.313
101 H 7.91756 8.09842 -5.20755  0.320
102 O -1.29605 2.49567 -5.02807  -0.650
103 H -1.06796 1.55852 -5.12120  0.352
104 H -1.98826 2.63516 -5.69167  0.283

Output
* max |F|: 8.523 eV Å⁻¹
* LUMO: -0.1 eV
* net charge: 0
* molar mass: 712.8 g mol⁻¹

***

Record 4
Below is 2 unconnected molecules or ions with the total composition CH4O2P in a non-equilibrium geometry, with properties calculated with ωB97M-V/def2-TZVPD.

Last column: Mulliken charge in e.
Element x y z (Å)
1 C -0.25129 0.62779 -0.66542  -0.962
2 O -0.90083 -1.57313 1.04963  -0.667
3 O 0.76713 0.15215 1.92183  -0.675
4 P 0.10664 -0.50722 0.74267  0.365
5 H -0.99606 1.33437 -0.26671  0.304
6 H 0.43564 1.31734 -0.87407  0.377
7 H -0.60870 0.05708 -1.54344  0.266
8 H 1.44748 -1.40837 -0.36450  -0.008

Output
* max |F|: 4.662 eV Å⁻¹
* LUMO: 4.5 eV
* net charge: -1
* molar mass: 79.0 g mol⁻¹
* energy relative to the best compared isomer or geometry (same formula, charge and spin): 102.8 kJ/mol